(1)
C4H4I2Si in the gas phase in a non-equilibrium geometry. Source: the Open Molecules 2025 dataset; level of theory: ωB97M-V/def2-TZVPD.

```
11
Properties=species:S:1:pos:R:3:forces:R:3
C -0.69790 0.17994 1.35274 -2.3068 -0.8351 0.7591
C 0.42351 0.93585 1.31369 2.4493 0.3207 -2.8045
C -0.97530 -0.64452 0.28458 0.7060 0.4932 0.6612
C 1.38683 0.81254 -1.45573 -0.0080 0.3458 0.7578
Si 0.27219 -0.63525 -1.12524 0.5088 -0.1849 0.1360
I 0.56801 2.56673 -2.16239 -0.1742 -0.2799 0.0557
I 1.82301 -2.49137 -0.51887 -0.4052 0.2820 -0.0157
H -1.37914 0.20759 2.20782 -0.1167 -0.2453 -0.0338
H 0.84169 1.57001 2.07392 -0.3585 0.0811 0.6919
H -1.80611 -1.33829 0.31471 -0.2371 -0.0238 0.0537
H -0.45680 -1.16325 -2.28524 -0.0576 0.0464 -0.2614
```
Positions in Å, forces in eV/Å.

Results
**Kohn-Sham gap (alpha / beta)**: 5.824 / 5.823 eV
**Maximum force**: 3.74 eV Å⁻¹
**ΔE to the lowest compared entry with this formula, charge and spin**: 604.4 kJ/mol
**HOMO (alpha / beta)**: -8.13 / -8.13 eV
**Charge**: 0
**Energy**: -1039.44743 Ha

---

(2)
2 unconnected molecules or ions with the total composition C4H8. Source: the Open Molecules 2025 dataset; level of theory: ωB97M-V/def2-TZVPD.

```
12
Properties=species:S:1:pos:R:3:forces:R:3
C -0.48224 0.85140 0.67942 -0.1787 -0.1012 0.0897
C -0.49751 -0.47526 0.83926 0.0216 0.1171 0.0611
C -0.39262 -0.76931 -0.63992 -0.0604 -0.1415 -0.0842
C -0.30621 0.77831 -0.82204 -0.0638 0.1430 -0.1186
H -0.51628 1.68845 1.37012 -0.0195 -0.1097 -0.0753
H -0.47427 -1.13243 1.70428 -0.2104 0.1501 -0.0883
H 0.48195 -1.32997 -0.99708 -0.1713 0.0868 0.2103
H -1.30103 -1.22379 -1.04644 0.1394 0.0627 -0.1038
H 0.67400 1.12741 -1.17625 -0.1851 -0.1034 0.0673
H -1.08715 1.22937 -1.44110 0.0811 -0.0152 0.0684
H 1.71532 -0.10438 0.86488 0.2764 -0.0448 0.0267
H 2.18604 -0.63980 0.66485 0.3706 -0.0440 -0.0530
```
Positions in Å, forces in eV/Å.

Results
**Kohn-Sham gap**: 10.800 eV
**Maximum force**: 0.38 eV Å⁻¹
**ΔE to the lowest compared entry with this formula, charge and spin**: 214.0 kJ/mol
**HOMO**: -9.37 eV
**Charge**: 0
**Energy**: -157.10246 Ha

---

(3)
5 unconnected molecules or ions with the total composition C24H48BClO18PS in a non-equilibrium geometry. Source: the Open Molecules 2025 dataset; level of theory: ωB97M-V/def2-TZVPD.

```
94
Properties=species:S:1:pos:R:3:forces:R:3
O 0.67284 0.04933 4.40369 -4.1461 -0.9073 1.9863
C 1.65184 0.15624 3.82122 3.3157 1.3424 -1.0875
Cl 2.16482 -1.22452 2.76401 0.3613 -0.2813 -0.3709
C 2.53908 1.33282 3.87696 0.7452 -0.1062 -0.2973
B 2.60223 2.16214 2.46069 -0.0249 -0.3329 -0.5898
O 1.24370 2.48411 1.97720 -1.0248 0.3638 0.6279
C 1.41446 3.65770 1.26927 1.2895 -0.4073 -0.0891
C 2.40161 4.50636 2.16664 0.3432 -1.4419 0.2617
C 1.86068 5.16413 3.46274 0.2362 0.7086 -0.6843
O 0.54433 4.81266 3.78874 -0.3956 0.0577 0.1141
C -0.42289 5.63969 3.19106 0.6554 1.0808 -0.1449
O -1.63713 5.55501 3.84787 0.1271 -0.5733 0.2038
C -2.10450 4.22351 4.01246 -1.0678 -0.2483 -0.5730
C -1.87458 3.27860 2.84247 0.2069 -0.4630 0.5526
O -2.34230 3.81941 1.61075 0.1255 0.0576 -0.0510
P 3.33355 5.59264 0.98346 -0.3149 1.3493 0.1556
S 3.03638 7.52112 1.19064 -0.0011 0.2014 0.0613
O 3.28319 3.48890 2.62378 0.1015 0.1537 -0.4513
H 2.18080 1.93997 4.70592 -0.1982 0.1585 -0.0618
H 3.56717 1.04781 4.11091 0.0167 -0.2185 -0.1562
H 3.13609 1.53412 1.55069 0.3643 -0.2304 0.1366
H 0.52568 4.14510 0.87273 -0.2855 -0.0348 0.4151
H 2.04348 3.34747 0.40997 -0.1355 0.5395 -0.2856
H 2.02615 6.25002 3.42033 -0.4595 0.0547 -0.0177
H 2.48476 4.79960 4.26701 0.1440 -0.2599 0.0308
H -0.51442 5.45608 2.11773 -0.1810 -0.4281 -0.0137
H -0.08397 6.67804 3.28306 -0.1513 0.0929 0.1127
H -1.72420 3.73471 4.91184 0.3689 0.1465 -0.0044
H -3.18519 4.30408 4.14920 -0.0368 0.2672 0.0575
H -2.44364 2.36470 3.05414 -0.0064 0.0107 0.2404
H -0.82328 2.97907 2.82886 0.0357 0.1799 -0.4138
H -2.10551 3.17375 0.93602 -0.0149 0.1490 -0.0140
H 2.90002 5.23880 -0.31555 0.2849 -0.4310 0.2653
H 4.71866 5.33041 0.99488 -0.2962 -0.5724 0.0687
C 3.12067 -4.43186 0.76593 0.0936 -0.1739 -0.2793
C 1.61161 -4.37361 0.87093 0.3245 0.0916 0.4932
O 0.99229 -4.46262 -0.42590 -0.1866 -0.0888 -0.0725
C 0.95196 -5.67481 -0.96762 0.1446 0.2065 0.1062
O 1.36700 -6.69593 -0.48136 -0.0927 0.0205 -0.0880
O 0.37471 -5.56787 -2.17384 -0.0732 -0.0723 -0.0004
C 0.34710 -6.78857 -2.91206 -0.0557 -0.1326 -0.1986
H 3.48386 -3.66803 0.07658 -0.0306 0.1122 0.1240
H 3.57586 -4.27341 1.74335 -0.0510 0.0678 0.0053
H 3.45199 -5.39780 0.38391 -0.0525 -0.0454 0.0880
H 1.31432 -3.41333 1.28667 -0.1732 0.0240 -0.2488
H 1.22320 -5.14928 1.53172 -0.0211 -0.1240 -0.1749
H -0.10558 -7.59143 -2.33334 0.1155 0.0080 0.0783
H 1.35736 -7.06236 -3.21551 -0.0094 -0.0976 0.0984
H -0.25462 -6.61738 -3.80134 -0.0073 0.2057 0.0635
C -1.98003 -3.69149 3.90974 -0.1059 -0.1936 -0.2167
C -1.46538 -4.13547 5.26119 0.1593 0.4878 -0.2220
O -2.08316 -5.36365 5.68779 0.0285 -0.1394 0.1159
C -1.62829 -6.46828 5.10274 -0.0722 0.1422 -0.0322
O -0.75406 -6.53529 4.27769 -0.0400 -0.0619 0.0906
O -2.32173 -7.50894 5.58587 0.0417 0.0201 0.0209
C -1.99342 -8.75737 4.97819 -0.0111 -0.2303 -0.0284
H -3.06959 -3.62464 3.91558 0.0148 0.1091 0.0997
H -1.56579 -2.71832 3.64539 0.0167 0.0072 0.0707
H -1.70675 -4.40248 3.13014 0.1117 0.0147 0.0360
H -1.72210 -3.39284 6.01422 -0.1144 -0.1944 0.1305
H -0.38056 -4.23888 5.26317 -0.0282 -0.1663 -0.0659
H -0.92310 -8.94871 5.02462 0.0077 0.0888 -0.0941
H -2.33519 -8.77193 3.94368 0.1301 0.0217 -0.0303
H -2.51624 -9.53110 5.53501 -0.0807 0.1468 0.0926
C 1.98731 10.10769 -5.20025 -0.1016 -0.2125 -0.1587
C 2.44591 9.65063 -3.83004 0.1650 0.4095 -0.1639
O 1.76396 8.46276 -3.41464 0.0018 -0.1015 0.0706
C 2.18012 7.33217 -3.98274 -0.1311 0.0432 -0.0126
O 3.06541 7.22603 -4.79448 -0.0167 -0.0053 0.0775
O 1.42949 6.33200 -3.51475 0.0823 0.0733 -0.0118
C 1.70605 5.06601 -4.11348 -0.0304 -0.2829 0.0017
H 0.90238 10.22385 -5.21937 0.0188 0.1098 0.0753
H 2.45114 11.05984 -5.46020 -0.0111 0.0130 0.0493
H 2.24889 9.37798 -5.96594 0.0980 0.0133 0.0377
H 2.20198 10.40983 -3.08897 -0.1127 -0.1882 0.1340
H 3.52470 9.49718 -3.79768 -0.0330 -0.1570 -0.0583
H 2.76390 4.82050 -4.04472 0.0114 0.0881 -0.0799
H 1.38281 5.06548 -5.15431 0.1260 0.0262 -0.0250
H 1.13425 4.32235 -3.56471 -0.0660 0.1503 0.0987
C -2.26475 -3.99323 -4.49116 0.1057 -0.1199 -0.2283
C -3.77075 -3.91694 -4.36180 0.3288 0.0495 0.4218
O -4.41931 -3.99006 -5.64254 -0.1565 -0.0439 -0.0497
C -4.48474 -5.20275 -6.18663 0.0914 0.1134 0.0200
O -4.07155 -6.22715 -5.70576 -0.0795 0.0439 -0.0537
O -5.08681 -5.08978 -7.37685 -0.0151 -0.0133 0.0588
C -5.15052 -6.30844 -8.11667 -0.0633 -0.1407 -0.1820
H -1.90118 -3.23176 -5.18290 -0.0327 0.1004 0.1053
H -1.78833 -3.84867 -3.52129 -0.0210 0.0245 -0.0002
H -1.95102 -4.95948 -4.88538 -0.0699 -0.0486 0.0817
H -4.05444 -2.95612 -3.93613 -0.1497 0.0358 -0.2203
H -4.15651 -4.69212 -3.69948 -0.0091 -0.1134 -0.1564
H -5.60395 -7.10336 -7.52777 0.1080 0.0015 0.0637
H -4.15293 -6.60106 -8.44277 -0.0055 -0.0827 0.0983
H -5.76770 -6.11925 -8.99117 0.0032 0.1823 0.0606
```
Positions in Å, forces in eV/Å.

Results
**Kohn-Sham gap**: 7.270 eV
**Maximum force**: 4.69 eV Å⁻¹
**HOMO**: -5.35 eV
**Charge**: -1
**Energy**: -3522.33353 Ha

---

(4)
A molecular structure, C57H50BrN13O2Ti. Source: the Open Molecules 2025 dataset; level of theory: ωB97M-V/def2-TZVPD.

```
124
Properties=species:S:1:pos:R:3:forces:R:3
Ti -0.38401 -0.85357 -1.06754 -0.0527 0.4811 0.2854
N -0.01797 0.22209 3.33719 0.0154 -0.0327 0.0363
C -0.31846 -0.48580 2.23642 -0.0584 0.0286 -0.0121
N -0.67223 0.02452 1.10583 -0.0016 0.0247 0.0210
C -0.72929 1.42086 0.99337 -0.0109 -0.0063 -0.1458
N -1.06320 1.93569 -0.13144 0.0273 0.0388 0.1712
N -1.22615 0.98732 -1.11170 0.1505 -0.2861 0.0299
C -1.90276 1.40129 -2.20722 0.0664 -0.0332 -0.0522
C -2.20914 0.36441 -3.06317 0.1350 0.0771 0.0276
C -2.86608 0.49593 -4.32106 -0.1091 -0.0471 -0.0061
C -3.16613 -0.60844 -5.04469 0.0141 0.0166 0.0277
C -2.80721 -1.88627 -4.52937 0.0189 -0.0269 0.0457
C -2.13231 -1.96411 -3.35295 -0.0360 -0.0218 -0.0548
N -1.79290 -0.87331 -2.59980 -0.1501 -0.0364 -0.0799
C -0.30772 2.25204 2.11771 -0.0262 -0.0104 0.0101
C -0.16985 3.63682 2.01847 -0.0025 -0.0391 0.0322
C 0.33946 4.36068 3.07750 0.0021 0.0090 -0.0020
C 0.71954 3.70982 4.25072 -0.0002 -0.0017 -0.0014
C 0.59374 2.33864 4.36457 -0.0003 0.0016 -0.0032
C 0.08534 1.61619 3.29129 -0.0360 0.0218 -0.0063
H 0.37618 -0.26810 4.12340 -0.0134 0.0123 -0.0221
H -0.23519 -1.56165 2.32822 -0.0102 -0.0326 0.0010
H -2.17808 2.43838 -2.33934 -0.0626 -0.0301 0.0478
H -3.11589 1.49031 -4.66737 -0.0105 0.0060 -0.0034
H -3.66719 -0.52733 -6.00003 -0.0062 0.0093 -0.0044
H -3.04588 -2.79169 -5.06841 0.0017 -0.0114 0.0007
H -1.81424 -2.91630 -2.95204 0.0067 -0.0085 -0.0072
H -0.44622 4.11577 1.09041 -0.0040 0.0277 -0.0350
H 0.46033 5.43187 2.99020 -0.0008 0.0018 -0.0073
H 1.12706 4.27779 5.07616 0.0004 0.0046 0.0076
H 0.89898 1.82625 5.26886 0.0030 -0.0056 0.0055
C 0.48724 4.41847 -3.28976 0.0023 0.0249 -0.0137
C 0.27951 4.36427 -1.77752 0.0208 -0.0403 0.0622
C 1.51841 4.80925 -1.04393 -0.0128 0.0152 0.0263
C 1.76949 6.16994 -0.93322 0.0053 -0.0242 0.0209
C 2.94774 6.63962 -0.37676 0.0263 -0.0046 0.0005
C 3.90028 5.72746 0.03687 -0.0171 0.0514 0.0081
C 3.68281 4.35411 -0.03590 0.0051 -0.0472 -0.0436
C 4.84591 3.45423 0.32177 0.0100 -0.0254 0.0356
C 5.19371 3.43678 1.81022 0.0090 -0.0001 0.0140
C 2.44925 3.88664 -0.53082 0.0091 0.0579 -0.0726
N 2.14490 2.50173 -0.61040 0.0275 -0.0545 0.0990
C 2.32906 1.82813 0.45842 -0.0817 0.0712 -0.0491
C 2.23516 0.39365 0.66614 -0.1108 0.0191 0.0932
C 2.93310 -0.21479 1.71271 0.0927 0.0392 -0.0725
C 2.76751 -1.59836 1.56488 -0.0731 0.0319 -0.0188
C 1.94830 -1.75424 0.45062 0.0242 -0.0611 0.0146
N 1.60007 -0.55868 -0.09051 0.2486 -0.1327 -0.3629
H 0.70970 5.43424 -3.62072 -0.0135 0.0115 -0.0065
H -0.39710 4.06639 -3.82464 0.0057 -0.0099 -0.0120
H 1.33295 3.79225 -3.57704 0.0080 0.0010 -0.0216
H 0.00997 3.36215 -1.46476 -0.0117 -0.0114 -0.0272
H -0.56214 5.00547 -1.49818 0.0162 0.0333 -0.0182
H 1.02851 6.86842 -1.30606 -0.0128 0.0083 -0.0082
H 3.13637 7.70257 -0.30181 0.0008 0.0134 0.0036
H 4.85536 6.08091 0.40972 0.0110 0.0024 0.0098
H 5.72135 3.81394 -0.22744 -0.0100 0.0052 0.0015
H 4.66932 2.44078 -0.02997 -0.0122 -0.0796 -0.0042
H 5.43691 4.43939 2.16559 -0.0033 0.0123 0.0047
H 6.05755 2.79601 1.99587 -0.0045 -0.0018 -0.0022
H 4.36400 3.07086 2.41823 -0.0121 -0.0095 -0.0183
H 2.63521 2.34769 1.37446 0.0933 0.0074 -0.0067
H 3.54818 0.30278 2.43450 0.0178 0.0080 0.0131
H 3.21953 -2.38545 2.14795 -0.0081 -0.0090 0.0163
H 1.60262 -2.67102 -0.00413 0.0368 -0.0176 0.0279
Br 6.85560 0.05181 0.06607 -0.0634 0.0384 -0.0017
C 6.25451 -0.59401 -1.61112 0.0111 0.0207 0.0010
C 6.57469 0.10266 -2.76410 0.0055 0.0079 0.0193
C 6.19009 -0.41322 -3.99132 -0.0018 -0.0336 0.0013
C 5.46239 -1.59383 -4.06072 0.0371 0.0178 0.1180
C 5.15281 -2.28584 -2.89177 0.0020 -0.0190 -0.0353
C 5.54598 -1.78358 -1.66291 0.0119 0.0132 0.0130
N 5.21133 -2.10686 -5.38112 0.0505 0.0061 -0.0866
N 4.11941 -2.58157 -5.71833 0.0141 0.0295 -0.0651
C 3.00525 -2.54117 -4.82002 -0.1101 -0.1044 0.0595
C 2.42782 -3.73278 -4.46867 -0.0096 0.0369 -0.0161
C 1.43909 -3.80490 -3.47328 0.0743 0.0172 0.1434
C 1.00499 -2.65400 -2.84701 -0.1022 -0.0125 -0.1530
O 0.16177 -2.62443 -1.83456 0.0137 0.0943 0.2400
C 1.46601 -1.40268 -3.35081 0.1681 -0.0911 0.2223
N 0.90867 -0.30508 -2.76777 -0.0131 -0.0552 0.0462
C 1.29972 0.88510 -3.14941 -0.0376 -0.0133 -0.0082
C 2.28661 1.06124 -4.14198 0.0317 -0.0469 -0.0359
C 2.87979 -0.02603 -4.71204 -0.0250 0.0612 0.0112
C 2.48332 -1.32431 -4.31023 -0.0902 0.0458 -0.0848
H 7.14047 1.02180 -2.70528 -0.0038 0.0084 -0.0030
H 6.46379 0.08938 -4.91009 0.0010 0.0100 -0.0052
H 4.61500 -3.22203 -2.93728 -0.0124 0.0141 0.0189
H 5.30200 -2.30961 -0.75013 -0.0023 -0.0101 -0.0093
H 2.80324 -4.64165 -4.92259 0.0059 -0.0058 -0.0110
H 1.05066 -4.76241 -3.15260 -0.0094 -0.0063 0.0012
H 0.86361 1.73209 -2.64246 -0.0100 -0.0285 -0.0147
H 2.57275 2.06261 -4.42865 0.0013 0.0264 0.0033
H 3.63973 0.09540 -5.47303 0.0014 0.0070 0.0018
C -8.29541 -3.68280 8.01958 -0.0012 -0.0024 -0.0033
C -7.62819 -3.44853 6.69178 0.0053 -0.0005 0.0124
C -6.24577 -3.35661 6.58334 -0.0094 0.0049 0.0019
C -5.63671 -3.15927 5.35601 0.0036 -0.0022 -0.0141
C -6.39863 -3.05060 4.19716 -0.0117 -0.0144 0.0045
N -5.70115 -2.88577 2.98124 0.0818 -0.0278 0.0564
C -6.22185 -2.52018 1.76962 0.0525 0.1413 0.0219
O -7.38061 -2.23724 1.56058 -0.0821 -0.0489 -0.0143
N -5.28948 -2.45161 0.73970 0.0337 0.0109 -0.0680
C -3.94189 -2.83782 0.75216 -0.0037 -0.0798 0.0047
C -3.52495 -4.07389 1.24163 0.0615 0.0396 -0.0322
C -2.17866 -4.39606 1.19026 -0.0513 0.0258 0.0890
C -1.29157 -3.50318 0.61731 -0.0371 0.1020 -0.2372
N -1.69362 -2.32942 0.12072 -0.0442 -0.1271 -0.2442
C -2.98023 -1.99495 0.20437 0.0209 -0.0103 0.0247
C -7.78428 -3.13896 4.28493 -0.0096 -0.0029 0.0029
C -8.37441 -3.33344 5.52419 0.0137 0.0008 -0.0061
H -7.61978 -3.46051 8.84477 0.0014 0.0009 0.0057
H -8.61168 -4.72300 8.11991 -0.0038 -0.0055 0.0053
H -9.18252 -3.05900 8.13038 -0.0051 0.0026 0.0027
H -5.63135 -3.43499 7.47226 0.0019 -0.0002 0.0066
H -4.55600 -3.08565 5.29757 0.0116 0.0026 0.0001
H -4.69669 -2.88907 3.06473 -0.0860 -0.0036 -0.0065
H -5.63796 -1.95952 -0.06819 0.0013 -0.0030 0.0214
H -4.25073 -4.77272 1.63662 0.0004 -0.0069 0.0000
H -1.82348 -5.34626 1.56281 0.0086 -0.0061 -0.0001
H -0.24037 -3.73110 0.50524 -0.0201 -0.0150 0.0021
H -3.25337 -1.02637 -0.20164 0.0063 -0.0227 0.0053
H -8.38798 -3.04429 3.39786 -0.0061 0.0040 -0.0145
H -9.45512 -3.39499 5.57779 -0.0079 0.0002 0.0029
```
Positions in Å, forces in eV/Å.

Results
**Kohn-Sham gap (alpha / beta)**: 5.636 / 5.639 eV
**Maximum force**: 0.56 eV Å⁻¹
**ΔE to the lowest compared entry with this formula, charge and spin**: 19.0 kJ/mol
**HOMO (alpha / beta)**: -5.95 / -5.95 eV
**Charge**: 0
**Energy**: -6488.02633 Ha